No. 1
{
  "formula": "C38H51GeIN3OS2ScSi4",
  "method": "the ωB97M-V functional and the def2-TZVPD basis",
  "spin_multiplicity": 2,
  "fmax_ev_per_a": 1.298,
  "de_lowest_kcal_mol": 30.4,
  "charge": -1,
  "orbital_gap_ev": [7.184, 5.309],
  "homo_ha": [-0.1836, -0.1835],
  "symbols": ["Sc", "I", "C", "C", "C", "C", "C", "C", "C", "C", "C", "C", "H", "H", "H", "H", "H", "H", "C", "Si", "C", "C", "N", "C", "C", "C", "C", "C", "C", "O", "C", "C", "C", "C", "C", "C", "H", "H", "H", "H", "H", "H", "H", "H", "H", "H", "H", "H", "H", "H", "H", "H", "H", "H", "S", "C", "S", "C", "C", "N", "C", "N", "C", "Si", "C", "C", "Ge", "Si", "C", "C", "C", "Si", "C", "C", "C", "H", "H", "H", "H", "H", "H", "H", "H", "H", "H", "H", "H", "H", "H", "H", "H", "H", "H", "H", "H", "H", "H", "H", "H", "H", "H", "H"],
  "positions_angstrom": [[0.027, 0.021, 0.133], [-2.551, -0.213, 2.073], [-1.792, 1.300, 3.289], [-2.361, 1.496, 4.512], [-1.878, 2.532, 5.346], [-0.849, 3.314, 4.920], [-0.252, 3.115, 3.648], [0.840, 3.922, 3.243], [1.406, 3.730, 2.019], [0.888, 2.744, 1.152], [-0.149, 1.897, 1.475], [-0.726, 2.092, 2.773], [-3.175, 0.865, 4.845], [-2.330, 2.692, 6.317], [-0.459, 4.105, 5.552], [1.216, 4.679, 3.924], [2.259, 4.326, 1.708], [1.372, 2.660, 0.179], [3.489, -2.169, 2.743], [2.140, -0.880, 2.729], [0.562, -1.763, 3.181], [2.474, 0.351, 4.102], [1.933, -0.155, 1.174], [2.996, 0.407, 0.516], [4.226, 0.754, 1.124], [5.278, 1.314, 0.420], [5.159, 1.578, -0.940], [3.959, 1.276, -1.568], [2.926, 0.711, -0.848], [1.687, 0.444, -1.482], [1.836, -0.033, -2.796], [2.550, -1.198, -3.006], [2.747, -1.635, -4.304], [2.251, -0.900, -5.379], [1.535, 0.261, -5.142], [1.312, 0.693, -3.838], [3.601, -2.572, 3.756], [4.459, -1.779, 2.421], [3.218, -2.992, 2.072], [0.812, -2.623, 3.814], [0.040, -2.163, 2.309], [-0.122, -1.124, 3.745], [2.100, -0.053, 5.051], [1.957, 1.297, 3.907], [3.540, 0.569, 4.229], [4.336, 0.582, 2.188], [6.198, 1.550, 0.941], [5.973, 2.014, -1.504], [3.830, 1.474, -2.626], [2.933, -1.751, -2.160], [3.286, -2.558, -4.475], [2.417, -1.241, -6.393], [1.130, 0.833, -5.968], [0.733, 1.579, -3.634], [-1.966, -1.303, -1.064], [-0.933, -2.689, -1.242], [0.640, -2.525, -0.581], [-1.386, -3.816, -1.900], [-2.697, -3.858, -2.488], [-3.749, -3.894, -2.961], [-0.556, -4.981, -2.043], [0.095, -5.925, -2.158], [-2.572, 2.121, -4.920], [-2.504, 0.852, -3.535], [-4.278, 0.372, -3.236], [-1.651, -0.647, -4.255], [-1.557, 1.902, -1.517], [-0.420, 4.030, -1.935], [-1.186, 4.936, -3.392], [1.417, 3.970, -2.307], [-0.590, 5.213, -0.488], [-3.584, 2.658, -0.462], [-4.849, 1.293, -0.169], [-4.317, 3.881, -1.689], [-3.478, 3.566, 1.165], [-3.106, 1.655, -5.758], [-1.573, 2.397, -5.271], [-3.106, 3.034, -4.641], [-4.690, 0.041, -4.196], [-4.887, 1.202, -2.871], [-4.348, -0.460, -2.532], [-2.389, -1.454, -4.318], [-0.827, -1.018, -3.650], [-1.279, -0.431, -5.258], [-1.369, 4.308, -4.260], [-0.476, 5.721, -3.682], [-2.131, 5.412, -3.117], [1.627, 3.722, -3.350], [1.969, 3.270, -1.677], [1.810, 4.976, -2.114], [-1.400, 4.955, 0.191], [-0.775, 6.220, -0.879], [0.327, 5.236, 0.101], [-5.774, 1.512, -0.713], [-5.079, 1.243, 0.899], [-4.505, 0.304, -0.477], [-4.319, 3.503, -2.717], [-3.757, 4.823, -1.678], [-5.352, 4.095, -1.400], [-3.214, 2.894, 1.982], [-4.479, 3.969, 1.367], [-2.772, 4.396, 1.178]]
}

---

No. 2
{
  "formula": "C38H52BF4",
  "method": "the ωB97M-V functional and the def2-TZVPD basis",
  "fmax_ev_per_a": 0.939,
  "charge": -1,
  "orbital_gap_ev": 8.538,
  "homo_ha": -0.2211,
  "symbols": ["C", "C", "C", "C", "C", "C", "C", "C", "C", "C", "C", "B", "C", "C", "F", "C", "F", "F", "F", "H", "H", "H", "H", "H", "H", "H", "H", "H", "H", "H", "H", "H", "H", "H", "H", "H", "H", "H", "H", "H", "H", "H", "H", "H", "H", "H", "H", "C", "C", "C", "C", "C", "C", "H", "H", "H", "H", "H", "H", "C", "C", "C", "C", "C", "C", "H", "H", "H", "H", "H", "H", "C", "C", "C", "C", "C", "C", "H", "H", "H", "H", "H", "H", "C", "C", "C", "C", "C", "C", "H", "H", "H", "H", "H", "H"],
  "positions_angstrom": [[-0.112, -2.756, 1.270], [-1.585, -2.387, 1.516], [-2.610, -3.069, 0.598], [-2.222, -3.183, -0.882], [-1.734, -1.890, -1.559], [-2.849, -1.100, -2.274], [-3.765, -0.429, -1.236], [-4.315, 0.931, -1.691], [-5.023, 1.702, -0.560], [-4.394, 3.035, -0.048], [-2.948, 3.390, -0.446], [-1.696, 2.501, 0.141], [-0.289, 3.366, 0.011], [0.918, 2.484, -0.186], [2.126, 3.074, 0.298], [-1.894, 2.122, 1.703], [-0.796, 1.496, 2.261], [-2.941, 1.265, 2.001], [-2.125, 3.196, 2.533], [0.004, -3.591, 0.575], [0.387, -3.042, 2.200], [0.446, -1.909, 0.863], [-1.842, -2.647, 2.549], [-1.715, -1.307, 1.454], [-2.820, -4.081, 0.974], [-3.556, -2.522, 0.678], [-3.093, -3.563, -1.432], [-1.443, -3.949, -0.979], [-1.305, -1.193, -0.830], [-0.928, -2.135, -2.262], [-2.420, -0.372, -2.966], [-3.423, -1.826, -2.866], [-4.617, -1.079, -0.994], [-3.211, -0.269, -0.310], [-5.032, 0.747, -2.504], [-3.502, 1.514, -2.123], [-6.047, 1.922, -0.884], [-5.130, 1.018, 0.289], [-4.445, 3.024, 1.045], [-5.057, 3.855, -0.355], [-2.868, 3.403, -1.541], [-2.795, 4.438, -0.145], [-1.549, 1.468, -0.503], [-0.399, 4.031, -0.857], [-0.117, 4.016, 0.878], [0.828, 1.530, 0.339], [1.105, 2.284, -1.247], [-1.673, -4.788, 5.240], [-2.306, -5.213, 4.081], [-3.617, -5.666, 4.132], [-4.295, -5.695, 5.343], [-3.661, -5.272, 6.503], [-2.351, -4.818, 6.451], [-0.655, -4.425, 5.197], [-1.782, -5.178, 3.134], [-4.112, -5.989, 3.225], [-5.319, -6.042, 5.381], [-4.192, -5.288, 7.446], [-1.859, -4.480, 7.354], [-2.403, -3.740, -7.109], [-2.073, -2.448, -7.494], [-1.390, -1.614, -6.618], [-1.034, -2.075, -5.359], [-1.364, -3.367, -4.974], [-2.049, -4.199, -5.847], [-2.940, -4.387, -7.791], [-2.352, -2.088, -8.476], [-1.139, -0.604, -6.915], [-0.505, -1.429, -4.671], [-1.089, -3.721, -3.988], [-2.313, -5.204, -5.542], [4.767, 5.868, -1.444], [5.989, 6.414, -1.812], [7.132, 5.626, -1.809], [7.051, 4.291, -1.438], [5.826, 3.746, -1.075], [4.682, 4.531, -1.074], [3.876, 6.483, -1.440], [6.051, 7.456, -2.100], [8.086, 6.053, -2.093], [7.941, 3.674, -1.432], [5.761, 2.705, -0.785], [3.733, 4.102, -0.779], [8.374, 1.314, 3.729], [8.688, 2.321, 2.826], [7.679, 2.945, 2.104], [6.357, 2.563, 2.285], [6.043, 1.557, 3.188], [7.051, 0.932, 3.909], [9.160, 0.826, 4.291], [9.719, 2.621, 2.687], [7.919, 3.730, 1.398], [5.571, 3.051, 1.725], [5.011, 1.262, 3.328], [6.806, 0.145, 4.612]]
}

---

Number 2 is which compound? C38H52BF4